(1)
Molecular formula: C38H72N8O4
Method: DFT, ωB97M-V/def2-TZVPD

Geometry (Å):
C1 0.1986 0.0084 3.6287
C2 -0.9357 0.8699 3.1420
C3 -1.2098 2.0607 4.1712
C4 -2.0244 3.2036 3.6208
C5 -1.6564 3.6852 2.1283
C6 -1.5286 2.4828 1.1724
N1 -0.6576 1.4760 1.7660
O1 0.6900 1.5290 1.4200
C7 -0.8024 3.0316 -0.1800
C8 -2.9328 1.9762 0.7681
C9 -2.1613 -0.0344 3.0040
H1 -0.0210 -0.4262 4.6039
H2 1.1736 0.4935 3.6748
H3 0.2364 -0.8749 2.9911
H4 -0.2426 2.4444 4.4958
H5 -1.4414 1.6716 5.1627
H6 -1.8497 4.0659 4.2642
H7 -3.0873 2.9640 3.5899
H8 -0.7215 4.2322 2.2497
H9 -2.4888 4.3395 1.8692
H10 0.1117 3.4470 0.2443
H11 -1.4293 3.8424 -0.5511
H12 -0.6638 2.2683 -0.9456
H13 -3.5828 1.9509 1.6427
H14 -2.7512 1.1287 0.1071
H15 -3.3809 2.7557 0.1520
H16 -2.2029 -0.6258 2.0893
H17 -3.1153 0.4919 3.0328
H18 -2.0740 -0.9220 3.6307
C10 3.4927 -0.4731 3.6259
C11 3.8699 -1.3796 2.3953
C12 4.3818 -2.7582 2.8036
C13 3.2838 -3.8219 3.2614
C14 2.4024 -4.1274 2.0552
C15 1.6508 -2.8255 1.6725
N2 2.5647 -1.5425 1.5367
O2 2.2809 -0.5490 0.5893
C16 0.5189 -2.5820 2.7196
C17 0.8890 -3.1126 0.3787
C18 4.9504 -0.7979 1.4529
H19 4.4363 -0.1837 4.0883
H20 3.0892 -0.9357 4.5266
H21 3.0101 0.4827 3.4218
H22 5.0211 -2.4654 3.6364
H23 4.9789 -3.2111 2.0120
H24 2.8935 -3.4592 4.2123
H25 3.8995 -4.6889 3.5008
H26 1.6980 -4.8853 2.3979
H27 2.9133 -4.5292 1.1802
H28 -0.1441 -1.8067 2.3356
H29 0.9650 -2.2567 3.6594
H30 -0.1818 -3.3830 2.9553
H31 0.2206 -2.2917 0.1192
H32 0.1624 -3.9162 0.4990
H33 1.4899 -3.1911 -0.5273
H34 5.7984 -0.4637 2.0507
H35 4.8009 0.0466 0.7801
H36 5.3227 -1.5752 0.7856
C19 -2.0807 0.6306 -3.6058
C20 -3.6630 0.5728 -3.5908
N3 -4.2597 -0.0826 -2.4436
C21 -3.8285 -0.1519 -1.0825
C22 -4.8032 -0.8026 -0.3364
N4 -5.7814 -1.1974 -1.2580
C23 -5.4672 -0.6946 -2.4776
C24 -6.9840 -1.8134 -0.8422
H37 -1.7190 1.6568 -3.5422
H38 -1.7497 0.0969 -4.4967
H39 -1.6044 0.1745 -2.7380
H40 -3.8690 -0.0652 -4.4503
H41 -4.1110 1.5573 -3.7251
H42 -2.9054 0.3240 -0.7863
H43 -4.9294 -1.0862 0.6980
H44 -6.1332 -0.5351 -3.3128
H45 -7.0400 -2.2986 0.1322
H46 -7.1511 -2.6673 -1.4988
H47 -7.7833 -1.0815 -0.9583
C25 3.1698 1.7584 -0.0522
C26 2.9899 3.2058 -0.2927
N5 1.7099 3.5294 -0.8265
C27 0.9638 2.7681 -1.6963
C28 -0.0781 3.5947 -2.1201
N6 -0.0380 4.8090 -1.4429
C29 0.9967 4.7470 -0.5969
C30 -1.0417 5.8365 -1.6402
H48 2.3960 1.3462 0.5954
H49 4.1152 1.3218 0.2699
H50 3.1382 1.2814 -1.0317
H51 3.5943 3.7243 -1.0370
H52 3.1256 3.7752 0.6268
H53 1.3327 1.7798 -1.9277
H54 -0.8915 3.4073 -2.8053
H55 1.3157 5.5371 0.0667
H56 -0.6198 6.7642 -1.2535
H57 -2.0275 5.6033 -1.2378
H58 -1.2158 5.8754 -2.7155
C31 -0.2656 -0.6171 -4.8495
C32 0.3754 -0.7351 -3.4409
N7 1.0260 -1.9430 -3.2500
C33 1.5526 -2.2941 -1.9959
C34 2.0227 -3.5622 -2.1143
N8 1.8179 -3.9820 -3.3942
C35 1.2167 -2.9795 -4.1103
C36 2.3297 -5.2585 -3.9175
H59 -1.1846 -1.1993 -4.9175
H60 0.2307 -0.8260 -5.7972
H61 -0.5325 0.4261 -5.0189
H62 -0.3502 -0.6703 -2.6300
H63 1.1265 0.0505 -3.3591
H64 1.6719 -1.5191 -1.2533
H65 2.4985 -4.1958 -1.3804
H66 0.8300 -2.9121 -5.1164
H67 3.3368 -5.4710 -3.5587
H68 2.1684 -5.2746 -4.9953
H69 1.6797 -6.1195 -3.7619
C37 0.6815 0.0167 -0.7847
C38 -0.5228 -0.2983 0.0527
O3 -0.2975 -0.6923 1.2287
O4 -1.6655 -0.2943 -0.4904
H70 1.4432 -0.6807 -0.4360
H71 1.0312 1.0019 -0.4760
H72 0.5990 -0.0253 -1.8707

The total energy comes out at -2227.85402 a.u. Its spin multiplicity is 1. The LUMO energy comes out at -13.1 eV. Its net charge is +4. The max |F| comes out at 14.19 eV/Å. For the gap between HOMO and LUMO, the calculation gives 5.01 eV.

Atomic partial charges in e from the Mulliken method, atoms 1 to 99: C -0.837; C 1.535; C -1.473; C -0.810; C -1.118; C 0.930; N 0.915; O -0.231; C -1.397; C -0.448; C -1.241; H 0.923; H 0.205; H -0.836; H 0.498; H 0.452; H 0.531; H 0.367; H 0.450; H 0.293; H 1.214; H 0.467; H -0.795; H 0.724; H -2.093; H 0.576; H -0.041; H 0.574; H 0.401; C -1.779; C 1.190; C -1.166; C -0.703; C -0.529; C 1.715; N 0.249; O -0.058; C -1.963; C -0.877; C -1.198; H 0.685; H 0.458; H 0.477; H 0.455; H 0.448; H 0.370; H 0.516; H 0.404; H 0.303; H 0.325; H 0.728; H 0.296; H 0.162; H 0.751; H -0.199; H 0.527; H 0.277; H 0.434; C -0.262; C -1.002; N 0.238; C 0.196; C -0.799; N 0.163; C -0.382; C -0.860; H 0.111; H 0.107; H 0.389; H 0.588; H 0.243; H 1.480; H 0.533; H 0.451; H 0.320; H 0.361; H 0.370; C -0.251; C -0.897; N 0.504; C -0.851; C -0.591; N 0.120; C -0.595; C -0.655; H -0.373; H 0.249; H 0.341; H 0.409; H 0.466; H 0.946; H 0.500; H 0.514; H 0.363; H 0.320; H 0.382; C -2.488; C 0.748; N 0.158


(2)
Molecular formula: C53H60CsF6N8O5PS7
Method: DFT, ωB97M-V/def2-TZVPD

Geometry (Å):
Cs1 0.3781 0.3244 1.6323
S1 -4.8075 -5.2147 3.7503
C1 -4.4248 -5.2990 5.4155
C2 -3.4674 -4.3947 5.7563
C3 -3.0334 -3.6195 4.6486
C4 -3.6704 -3.9487 3.4848
C5 -3.4636 -3.3669 2.1523
C6 -2.7001 -2.1828 2.0215
N1 -2.4157 -1.6215 0.8787
C7 -2.8676 -2.1897 -0.2509
C8 -3.6746 -3.3354 -0.2459
C9 -4.1306 -3.8952 -1.4892
C10 -3.7660 -3.3485 -2.6666
C11 -2.9059 -2.1974 -2.7110
C12 -2.4551 -1.6361 -3.9157
C13 -1.6001 -0.5578 -3.8946
C14 -1.2150 -0.0630 -2.6285
N2 -1.6190 -0.5635 -1.4937
C15 -2.4570 -1.6136 -1.5179
C16 -1.1011 0.0684 -5.1263
C17 -1.4497 -0.2073 -6.4219
C18 -0.7607 0.5959 -7.3644
C19 0.1004 1.4676 -6.7665
S2 0.0754 1.3182 -5.0695
C20 -3.9651 -3.9204 0.9972
H1 -4.9249 -6.0095 6.0508
H2 -3.0755 -4.2816 6.7550
H3 -2.2640 -2.8656 4.7178
H4 -2.3116 -1.6846 2.9030
H5 -4.7600 -4.7761 -1.4596
H6 -4.1014 -3.7795 -3.6028
H7 -2.7806 -2.0738 -4.8524
H8 -0.5425 0.7860 -2.5565
H9 -2.1791 -0.9547 -6.6950
H10 -0.9008 0.5297 -8.4328
H11 0.7459 2.1915 -7.2329
H12 -4.5596 -4.8282 1.0236
F1 3.0907 -1.5198 4.3603
C21 2.9205 -0.2393 4.6964
F2 3.7681 0.0369 5.6989
F3 3.2525 0.5274 3.6558
S3 1.1710 0.0739 5.1991
O1 0.3995 -0.3166 4.0370
O2 1.0212 -0.6766 6.4122
N3 1.1628 1.6215 5.4775
S4 0.5165 2.6420 4.4380
O3 0.7416 2.2591 3.0655
O4 0.7972 3.9800 4.8606
C22 -1.3087 2.4798 4.8012
F4 -1.4708 2.3189 6.1271
F5 -1.8720 1.4366 4.2009
F6 -1.9376 3.5955 4.4521
C23 4.0337 -1.6754 -2.0854
C24 2.7480 -2.4923 -1.9055
C25 2.7768 -3.6642 -2.8880
C26 1.5975 -1.5471 -2.2826
P1 2.5644 -2.8380 -0.0084
N4 2.1889 -1.5895 0.7832
C27 4.2424 -3.6153 0.5462
C28 3.9997 -4.2782 1.9084
C29 4.9351 -4.6286 -0.3667
C30 5.1916 -2.4398 0.8233
C31 1.2559 -4.2465 0.1537
C32 0.8093 -4.2635 1.6253
C33 1.6223 -5.6635 -0.2904
C34 0.0306 -3.7937 -0.6473
H13 4.0159 -1.1902 -3.0675
H14 4.9325 -2.2899 -2.0418
H15 4.1032 -0.9022 -1.3197
H16 2.9655 -3.2833 -3.9001
H17 1.8249 -4.1941 -2.9224
H18 3.5589 -4.3886 -2.6625
H19 1.8626 -0.9802 -3.1828
H20 1.4142 -0.8589 -1.4526
H21 0.6735 -2.0822 -2.4946
H22 3.4649 -5.2234 1.8302
H23 3.4398 -3.6124 2.5655
H24 4.9674 -4.4888 2.3772
H25 4.2922 -5.4672 -0.6330
H26 5.8113 -5.0425 0.1493
H27 5.2946 -4.1745 -1.2898
H28 4.6256 -1.6168 1.2642
H29 5.6865 -2.0790 -0.0767
H30 5.9718 -2.7580 1.5236
H31 1.4359 -4.9008 2.2476
H32 -0.2159 -4.6448 1.6927
H33 0.8384 -3.2494 2.0293
H34 2.4010 -6.1060 0.3298
H35 1.9531 -5.7053 -1.3282
H36 0.7389 -6.3091 -0.2041
H37 -0.1920 -2.7486 -0.4302
H38 -0.8349 -4.4006 -0.3569
H39 0.1615 -3.9100 -1.7234
O5 -1.9424 3.1179 1.3983
C35 -2.6373 4.0480 0.7522
C36 -4.1184 4.1056 1.2041
C37 -4.5553 4.1227 2.4954
C38 -5.9665 4.2110 2.6107
C39 -6.5895 4.2635 1.3982
S5 -5.4509 4.1924 0.1211
C40 -2.6321 3.8351 -0.7816
C41 -2.9044 2.6470 -1.3972
C42 -2.8466 2.7221 -2.8141
C43 -2.5029 3.9669 -3.2566
S6 -2.2703 5.0466 -1.9501
C44 -2.0651 5.4441 1.0539
C45 -2.4535 6.7142 0.7369
C46 -1.5837 7.7018 1.2697
C47 -0.5638 7.1472 1.9889
S7 -0.6584 5.4396 2.0258
H40 -3.8688 4.0646 3.3251
H41 -6.4953 4.2217 3.5539
H42 -7.6465 4.3121 1.1947
H43 -3.1075 1.7513 -0.8279
H44 -3.0467 1.8886 -3.4771
H45 -2.3656 4.2928 -4.2749
H46 -3.3374 6.9347 0.1535
H47 -1.7158 8.7664 1.1289
H48 0.2263 7.6633 2.5083
C48 0.6822 3.4124 -0.9696
N5 1.7420 2.4462 -0.6719
C49 2.3800 2.0454 -1.9161
N6 2.9595 3.1928 -2.6354
C50 1.8771 4.1566 -2.8765
N7 1.2220 4.5995 -1.6520
C51 2.2343 5.1956 -0.7808
N8 3.3297 4.2680 -0.4699
C52 2.7363 3.0885 0.1819
C53 3.9241 3.8306 -1.7327
H49 0.1906 3.7059 -0.0401
H50 -0.0699 2.9415 -1.6104
H51 1.6409 1.5642 -2.5608
H52 3.1688 1.3212 -1.6991
H53 1.1269 3.6912 -3.5223
H54 2.2955 5.0273 -3.3927
H55 1.7553 5.5045 0.1499
H56 2.6529 6.0784 -1.2759
H57 2.2566 3.3963 1.1134
H58 3.5248 2.3664 0.4125
H59 4.7242 3.1168 -1.5165
H60 4.3553 4.7004 -2.2395

The total energy comes out at -6617.88897 a.u. Its spin multiplicity is 1. The relative energy (zero: lowest compared OMol25 entry of this formula, charge and spin) comes out at 0.808 eV. The LUMO energy comes out at 3.1 eV. Its net charge is -2. The max |F| comes out at 4.40 eV/Å. For the gap between HOMO and LUMO, the calculation gives 5.07 eV.

Atomic partial charges in e from the Mulliken method, atoms 1 to 99: Cs -0.250; S -0.222; C -0.362; C -0.662; C -0.599; C 0.341; C 1.039; C -0.652; N 0.425; C -0.452; C 1.156; C -1.198; C -1.163; C 0.658; C -1.000; C 0.918; C -0.548; N 0.999; C -0.164; C 0.827; C -0.958; C -0.587; C -0.690; S 0.345; C -1.034; H 0.420; H 0.400; H 0.670; H 0.123; H 0.402; H 0.425; H 0.351; H -0.857; H 0.437; H 0.406; H 0.461; H 0.376; F -0.203; C 0.767; F -0.260; F -0.179; S 0.990; O -0.521; O -0.759; N -0.671; S 0.820; O 0.027; O -0.682; C 0.662; F -0.277; F -0.105; F -0.213; C -2.046; C 3.086; C -2.089; C -2.145; P -0.472; N -0.374; C 2.662; C -1.983; C -1.903; C -1.808; C 2.637; C -2.123; C -2.067; C -1.852; H 0.594; H 0.429; H 0.304; H 0.476; H 0.344; H 0.279; H 0.806; H 0.202; H -0.255; H 0.274; H 0.226; H 0.687; H 0.239; H 0.493; H 0.285; H 0.256; H 0.289; H 0.573; H 0.319; H 0.543; H 0.383; H 0.323; H 0.274; H 0.483; H -0.099; H 0.943; H -0.048; O -0.280; C 2.953; C -0.687; C -0.615; C -0.712; C -0.465


(3)
Molecular formula: CH5N2S
Method: DFT, ωB97M-V/def2-TZVPD

Geometry (Å):
H1 -0.2521 -2.0905 0.6589
N1 -0.7054 -1.2038 0.4751
C1 0.0888 -0.2994 0.0621
N2 -0.5952 1.0649 -0.1410
S1 1.9043 -0.1783 -0.3469
H2 -0.5950 1.8038 0.6427
H3 -1.5691 0.7048 -0.1404
H4 -0.3160 1.6623 -0.9711
H5 2.0396 -1.4639 -0.2394

The total energy comes out at -548.50132 a.u. Its spin multiplicity is 1. The relative energy (zero: lowest compared OMol25 entry of this formula, charge and spin) comes out at 0.985 eV. The LUMO energy comes out at -4.2 eV. Its net charge is +1. The max |F| comes out at 2.94 eV/Å. For the gap between HOMO and LUMO, the calculation gives 10.69 eV.

Now the Mulliken charges, all in e: H 0.298; N -0.497; C 0.390; N -0.460; S -0.092; H 0.383; H 0.402; H 0.398; H 0.178


(4)
Molecular formula: C4H24BO20
Method: DFT, ωB97M-V/def2-TZVPD

Geometry (Å):
O1 -3.1743 -0.2778 2.1731
C1 -2.4908 0.0318 1.1627
O2 -1.1783 0.2623 1.1161
B1 -0.7870 0.3821 -0.3162
O3 -2.0766 0.6511 -1.0491
C2 -3.0747 0.3147 -0.2021
O4 -4.3099 0.2068 -0.4280
O5 0.0748 -0.6834 -0.7971
C3 1.3361 -0.2536 -0.9029
O6 2.3631 -0.9120 -1.2187
C4 1.2957 1.2378 -0.6602
O7 0.0454 1.5586 -0.5133
O8 2.3843 1.9928 -0.6193
O9 -4.3235 -2.4172 3.3685
H1 -3.6137 -1.8188 3.1355
H2 -3.9240 -3.0375 3.9783
O10 -0.0640 4.5542 0.1019
H3 -0.6533 3.8125 -0.0354
H4 -0.4845 5.0707 0.7894
O11 -1.3984 0.6827 4.5687
H5 -1.3076 -0.2238 4.8624
H6 -1.7239 0.6127 3.6713
O12 2.6709 4.8787 -1.3867
H7 2.8986 3.9890 -1.1169
H8 1.7817 5.0092 -1.0572
O13 3.5683 -3.7451 -2.2075
H9 2.7009 -3.3406 -2.1917
H10 3.5205 -4.4410 -1.5519
O14 3.3541 0.6523 -3.8694
H11 3.8408 0.2882 -4.6088
H12 3.2502 -0.0827 -3.2651
O15 5.5817 2.5877 -0.3779
H13 4.8719 2.0153 -0.0869
H14 6.1070 2.0407 -0.9619
O16 -6.0474 0.1773 2.2668
H15 -5.6526 0.9518 1.8660
H16 -5.3109 -0.2915 2.6594
O17 -5.0756 -2.7557 -1.7015
H17 -4.1367 -2.5694 -1.6962
H18 -5.4072 -2.3401 -0.9055
O18 0.0127 -2.4908 -3.0544
H19 -0.5106 -3.2734 -3.2273
H20 -0.6316 -1.8067 -2.8725
O19 4.9580 -0.1225 0.0356
H21 4.1721 -0.5202 -0.3391
H22 5.5130 -0.8655 0.2728
O20 0.5412 -2.0000 2.7232
H23 -0.0879 -2.5196 2.2226
H24 0.6020 -1.1723 2.2463

The total energy comes out at -1696.74068 a.u. Its spin multiplicity is 2. The relative energy (zero: lowest compared OMol25 entry of this formula, charge and spin) comes out at 0.836 eV. The LUMO energy (alpha / beta) comes out at 4.2 / 4.2 eV. Its net charge is -2. The max |F| comes out at 6.84 eV/Å. For the gap between HOMO and LUMO (alpha / beta), the calculation gives 3.41 / 6.95 eV.

Now the Mulliken charges, all in e: O -0.632; C 0.508; O -0.192; B 0.929; O -0.467; C 0.338; O -0.621; O -0.421; C 0.024; O -0.679; C 0.340; O -0.354; O -0.735; O -0.635; H 0.404; H 0.291; O -0.568; H 0.310; H 0.262; O -0.680; H 0.299; H 0.317; O -0.688; H 0.414; H 0.298; O -0.648; H 0.330; H 0.276; O -0.595; H 0.249; H 0.321; O -0.651; H 0.371; H 0.276; O -0.655; H 0.277; H 0.376; O -0.648; H 0.308; H 0.338; O -0.539; H 0.254; H 0.289; O -0.598; H 0.372; H 0.239; O -0.658; H 0.307; H 0.346


Q: Among the records above, which one has the highest net charge?
A: C38H72N8O4